DFT (ωB97M-V/def2-TZVPD) results for 3 unconnected molecules or ions with the total composition C2H11NO2S2.

XYZ file:
```
18
Properties=species:S:1:pos:R:3:lowdin_charge:R:1
H -2.43671 -2.04446 -1.52716 -0.006
H -2.15310 2.04405 1.44321 0.089
S 2.21416 0.25101 1.41086 0.632
H 3.16317 -0.66253 -0.92931 -0.009
H 0.51019 0.41648 -0.24799 0.033
H 1.63812 1.84876 -0.28282 0.127
H 0.30411 -2.55727 -1.04655 0.025
H 0.46318 -3.16326 -2.43198 0.015
H -1.60580 1.12876 0.21333 0.058
S 3.00676 -1.23272 0.41520 0.513
C 0.94667 1.15507 0.33940 -0.375
O -0.05786 -2.58055 -1.94261 -0.019
H -0.15196 1.35107 2.21861 0.086
C -0.02181 1.94831 1.33172 -0.259
H -2.08788 -1.27614 -0.30468 -0.058
H 0.44629 2.91737 1.44510 0.109
O -2.75571 -1.56346 -0.81580 0.034
N -1.42182 2.01951 0.71149 0.005
```

- HOMO level (alpha / beta) (eV) = -13.51 / -13.47
- multiplicity = 2
- HOMO-LUMO gap (alpha / beta) (hartree) = 0.3269 / 0.1876
- total charge = +1



DFT (ωB97M-V/def2-TZVPD) results for 14 unconnected molecules or ions with the total composition C42H98N14O14.

XYZ file:
```
168
Properties=species:S:1:pos:R:3:lowdin_charge:R:1
C 0.63113 4.77060 2.74104 -0.372
H -4.07621 1.32763 -3.32137 0.095
H 2.20797 4.67115 -5.73447 0.089
H -1.10170 -6.01888 -1.17552 0.097
O 0.38858 3.64990 -2.55053 -0.004
C -2.24516 -0.58491 4.53452 -0.339
N 2.71472 -3.02288 -2.09805 -0.178
H 1.62466 -4.35249 -1.04302 0.072
C -4.00725 -0.27590 -5.65654 -0.065
H -4.35158 2.78073 1.27234 0.091
H -1.79452 -5.19424 0.27476 0.088
H 1.21190 3.52263 -6.66507 0.086
H -2.17824 4.67971 1.76576 0.099
H -3.82519 -6.25589 -0.28711 0.085
H 4.12042 0.98222 -2.94921 0.059
O 0.97089 -0.38964 -7.44872 0.010
H -4.29511 -6.27132 -2.03621 0.096
H 2.02511 -1.66876 -3.53303 0.072
H 1.06451 1.62139 6.52461 0.078
N -2.85408 -4.88864 -1.57802 -0.166
H 2.63719 -0.33033 3.06273 0.088
H -6.37517 0.02565 3.68572 0.099
H -3.52466 -0.60440 -6.57288 0.092
H 1.66904 4.83337 2.38204 0.127
C 3.05894 -4.82175 2.50530 -0.348
C 0.09832 4.21269 0.41752 -0.048
C -1.57517 3.90704 2.26739 -0.027
H 2.65818 1.29871 7.02231 0.089
H -1.91674 2.98219 1.80842 0.048
H 4.49469 1.18514 -6.07486 0.085
H -4.60316 0.62394 -5.84388 0.092
C -5.43240 -1.64681 -0.44646 -0.044
C 5.30318 -1.10902 2.83827 -0.029
C -4.37712 1.78000 1.70029 -0.062
H 2.34530 0.30087 -4.04191 0.048
O 2.36828 2.46848 3.03228 -0.021
H -2.73346 -2.70752 6.72419 0.088
H 5.50635 -1.71221 1.95113 0.094
H 1.07948 4.62740 0.22124 0.083
O 0.33262 5.14523 3.86116 0.000
C 4.17969 0.13202 -6.04045 -0.061
H 4.47272 1.13726 -1.30057 0.092
N -5.25622 1.65217 2.82582 -0.162
H -2.01578 -3.31326 -2.55516 0.133
H 4.56020 -0.32061 -5.12474 0.075
C -2.16205 -0.02483 6.92212 -0.042
H -6.27846 -2.36403 1.86628 0.148
H -2.75797 -1.22649 3.80249 0.106
H -6.53307 2.41748 4.20631 0.136
H 4.35053 1.87293 1.52552 0.116
H 0.12770 -0.32827 1.91503 0.079
C -4.03795 -5.66287 -1.16761 -0.017
H -3.33441 1.52473 1.89446 0.058
H 4.73337 -0.20708 -6.91674 0.089
C -3.33830 -2.02237 6.11300 -0.068
H -0.45880 1.54899 -1.46668 0.085
C 2.04954 2.08973 6.57554 -0.056
H 4.17281 4.98945 -1.72952 0.089
N -3.12494 -0.07693 -4.55201 -0.181
H -1.34004 3.07080 -4.13034 0.080
H 4.90503 3.68720 -0.60554 0.100
H -4.20418 -1.86203 6.76000 0.088
H -5.06699 -2.23984 -1.28707 0.058
O -0.30910 -2.23121 0.26471 -0.024
H 3.32294 -5.61048 1.78036 0.134
H -4.84884 -4.95994 -0.97358 0.082
H 5.34157 2.28735 -4.00343 0.120
H 0.77636 -2.71247 2.66403 0.072
C 3.91600 3.02667 5.36090 -0.041
C 1.59303 -3.93043 -2.05004 -0.065
C 1.18833 4.35809 -5.96390 -0.064
H 4.05659 3.91553 5.97336 0.093
N -2.70661 -0.75289 5.79241 -0.183
C -1.00302 3.62539 -5.00150 -0.016
C -2.98072 -3.79897 -2.35127 -0.351
H 3.80811 -1.78396 -3.37679 0.080
H 0.33684 -1.48220 -1.55569 0.114
H 3.02712 -1.39084 1.74021 0.071
C 1.92313 2.28289 4.15140 -0.334
H -1.12605 -0.32436 7.10653 0.091
H 4.75482 -1.66055 3.59782 0.077
H 0.51402 1.23839 1.37630 0.081
H 0.95590 0.08576 -5.02914 0.069
H -3.02928 0.13404 -2.46089 0.076
H 0.75798 0.56302 -2.11223 0.068
H -1.22133 0.64663 1.40526 0.065
H -2.11419 1.03149 6.65455 0.089
H 3.14439 3.78374 -0.93924 0.069
C 1.94173 0.54781 -5.02378 -0.052
C -0.18062 0.41758 1.17977 -0.038
H -4.73929 1.17862 0.85819 0.077
C 4.14313 3.98430 -1.32624 -0.001
H -1.00417 2.86930 -5.79315 0.090
C 2.16175 -0.46402 -7.22902 -0.330
O -1.52191 0.33935 4.18431 -0.003
H -0.72093 4.67485 -0.13811 0.092
O 6.21397 1.46981 2.24440 -0.015
H 0.30093 -3.89289 3.86223 0.090
N 0.10299 -0.04440 -0.15223 -0.139
C -3.73872 0.29515 -3.26958 -0.019
H 0.81645 5.26008 -6.46139 0.090
H 1.87631 -3.15402 4.02726 0.086
C 0.80390 -5.27490 1.65793 -0.089
O -5.61942 3.88630 3.07481 0.014
O -1.01941 -0.40954 -3.66542 -0.012
C 3.35531 -2.60331 -0.98376 -0.330
C -5.34813 0.34291 3.50502 -0.035
H -0.97288 -4.32008 -1.04343 0.036
H -0.04261 -5.70096 2.19846 0.090
H 2.02460 4.23853 -3.59820 0.130
H -3.18801 -0.30956 0.64253 0.067
H -4.90031 -0.32545 2.77188 0.034
H 0.37659 -4.60314 0.90097 0.043
H 1.22617 -6.04023 1.00183 0.090
C 5.03991 1.19086 2.03740 -0.370
H 0.07606 3.16518 0.11172 0.041
O 4.15181 -1.69224 -0.96842 0.029
N 4.49998 0.01082 2.34906 -0.171
N 0.39725 4.00349 -4.80817 -0.195
C 3.11810 -0.35805 2.08127 -0.062
H 2.83295 -2.99486 -4.23262 0.098
H 1.12573 1.63621 -0.73618 0.065
H -1.58776 -0.77752 -5.59312 0.138
H 1.79815 1.63014 -4.96361 0.086
H 0.91108 1.87190 4.28424 0.138
C 2.87320 -2.33760 -3.36051 -0.041
H -6.46468 -1.95564 -0.28197 0.094
C -5.21588 -2.07898 1.94277 -0.357
H -2.77368 -0.15934 7.80810 0.087
N -4.65872 -1.74951 0.77212 -0.150
C 1.15968 -3.51514 3.29690 -0.036
H 6.26057 -0.77603 3.22854 0.083
H -4.79495 -1.00453 -5.42343 0.093
N 4.33328 3.00568 -2.43019 -0.177
H -4.82480 0.36359 4.45962 0.089
C 0.39699 0.94249 -1.15720 -0.083
C -3.24633 -1.40616 0.64422 -0.017
C -1.84119 -0.46675 -4.56183 -0.336
C -5.82750 2.74120 3.41995 -0.335
H -5.44106 -0.59133 -0.73930 0.083
N 2.57189 2.51706 5.29586 -0.165
H -2.86851 -1.79686 -0.29561 0.078
H 1.79827 -4.74436 -2.75349 0.099
C 0.95116 3.98347 -3.58325 -0.327
H 4.43316 3.09932 4.40463 0.087
H -1.76915 3.94460 3.33027 0.095
H 2.89403 1.47865 -1.87551 0.060
N 1.72146 -4.63622 2.56177 -0.175
C 5.25086 3.20815 -3.39478 -0.361
H 3.05412 -3.22744 -0.13004 0.128
C -1.64327 -5.14700 -0.79907 -0.061
O 5.87963 4.22823 -3.59231 0.020
H 1.97389 2.92108 7.27562 0.092
C 0.01278 -1.34251 -0.51374 -0.322
O -4.65017 -2.13289 3.02614 -0.049
N -0.24481 4.29482 1.82675 -0.183
O -4.04198 -3.42555 -2.81814 -0.011
H -2.60928 -1.67187 1.48216 0.086
H -4.51737 -0.45480 -3.10351 0.078
H 2.74563 0.32005 1.31788 0.076
N 2.73789 0.02417 -6.09463 -0.171
H 0.60742 -3.52803 -2.28605 0.068
H 2.89679 -0.94362 -7.88745 0.133
H 4.56069 2.26051 5.81926 0.093
H -3.61918 -2.63721 5.26217 0.072
O 3.86294 -4.19909 3.16911 0.011
H -1.54343 4.53358 -5.25674 0.095
C 3.94398 1.65786 -2.10838 -0.075
```

- HOMO level (eV) = -8.39
- HOMO-LUMO gap (hartree) = 0.3153
- total charge = 0



Going through the records in order, we get strongest force on any atom values of 4.9 2.5 eV/A.
Going through the records in order, we get relative energy (zero: lowest compared OMol25 entry of this formula, charge and spin) values of 1.377 8.606 eV.
Going through the records in order, we get calculated total energy values of -29498.1498 -94669.2242 eV.